1.
34
Properties=species:S:1:pos:R:3:lowdin_charge:R:1 method="wB97M-V/def2-TZVPD" lumo_energy_ha="-0.0194 / -0.0201" gap_ev="3.6 / 3.6" e_above_lowest_ev=0.000
I -2.622 -0.063 0.712 -0.073
Sn 0.053 -0.055 -0.001 0.641
S 1.077 3.193 2.913 1.079
S 0.878 -3.389 2.876 1.072
N 0.652 1.301 1.345 -0.186
N 0.660 -1.444 1.327 -0.187
C -0.061 3.447 0.314 -0.081
C -1.922 0.878 -3.467 -0.196
C -0.282 -3.473 0.213 -0.070
C 0.503 2.615 1.402 -0.619
C 1.636 -0.004 -1.447 -0.306
C -1.999 -0.592 -3.288 -0.217
C 1.151 0.632 2.484 -0.278
C 1.334 -1.803 3.420 -0.308
C 0.394 -2.735 1.332 -0.592
C 1.141 -0.812 2.494 -0.273
C 1.440 1.578 3.442 -0.295
H 0.235 -3.311 -0.733 0.084
H -1.192 -0.761 -2.498 0.004
H -0.691 4.252 0.752 0.092
H -0.272 -4.552 0.429 0.084
H -2.771 1.328 -3.031 0.043
H 1.715 -1.586 4.407 0.081
H 0.730 3.960 -0.271 0.097
H -1.613 -1.201 -4.117 0.062
H 2.129 -0.977 -1.464 -0.020
H 1.247 0.244 -2.445 -0.014
H 1.839 1.338 4.412 0.079
H 2.333 0.768 -1.114 -0.022
H -1.164 1.238 -2.688 0.040
H -2.930 -1.049 -2.953 0.063
H -1.603 1.282 -4.450 0.078
H -1.321 -3.153 0.102 0.068
H -0.703 2.908 -0.408 0.068

2.
54
Properties=species:S:1:pos:R:3:lowdin_charge:R:1 method="wB97M-V/def2-TZVPD" charge=-1 lumo_energy_ha=0.0578 gap_ev=7.6
Cl -3.109 2.654 -7.227 0.518
Cl -0.820 -5.677 -4.688 0.517
Cl -2.865 -1.922 7.333 0.524
Cl -5.510 3.705 -6.012 0.508
Cl -2.519 -3.445 -5.362 0.517
Cl -0.643 -2.822 8.944 0.479
Cl -2.543 3.833 -1.179 0.629
Cl -5.520 2.896 -8.785 0.506
Cl 0.276 -3.011 -4.796 0.524
Cl -2.033 4.830 -3.849 0.495
Cl -4.743 4.558 -2.906 0.483
Cl -0.671 -3.318 6.102 0.541
Cl -3.166 2.202 -3.455 0.502
Cl -4.081 5.261 -7.967 0.513
Cl -0.302 -0.638 7.089 0.540
Cl -1.522 -3.738 -2.673 0.568
S -1.326 -0.500 2.888 0.482
S -1.466 1.665 1.264 0.445
S 2.037 -1.023 -0.775 0.965
S 2.144 -3.297 1.139 0.697
O -1.157 3.076 1.342 -0.395
O -2.723 1.354 0.623 -0.381
O -2.380 -0.945 3.762 -0.388
O -0.009 -0.982 3.240 -0.401
O 3.016 0.930 1.665 -0.141
N -1.329 1.078 2.736 -0.344
N 4.047 -1.491 0.957 -0.184
C 4.081 -1.164 2.389 -0.161
C 4.615 -0.334 0.256 -0.196
C 0.296 -1.439 -0.575 -0.492
C -0.582 -0.190 -0.664 -0.283
C -1.148 -3.968 -4.378 -2.057
C -3.114 3.858 -2.828 -2.033
C 4.116 1.029 0.802 -0.200
C 3.133 -0.015 2.716 -0.169
C 2.806 -1.938 0.514 -1.053
C -1.119 -2.172 7.357 -2.064
C -0.145 0.974 0.244 -0.251
C -4.553 3.625 -7.490 -2.056
H -1.579 -0.510 -0.363 0.087
H 0.234 1.809 -0.336 0.096
H -0.013 -2.113 -1.371 0.001
H 0.177 -1.951 0.376 0.017
H 5.694 -0.378 0.419 0.115
H 2.132 -0.422 2.879 0.090
H 3.781 1.634 -0.040 0.117
H 4.953 1.573 1.256 0.116
H 3.430 0.452 3.661 0.127
H 4.477 -0.422 -0.818 0.081
H -0.645 0.162 -1.692 0.104
H -1.616 -1.043 1.685 0.057
H 3.790 -2.027 2.981 0.098
H 5.109 -0.907 2.647 0.121
H 0.605 0.643 0.963 0.066